Formula: C50H83Br2NO30S
Source: the OMol25 dataset
Level of theory: ωB97M-V/def2-TZVPD

Geometry as XYZ:
```
167
Properties=species:S:1:pos:R:3:forces:R:3
C 1.4175 -0.7623 -6.9147 -0.2204 0.2259 -1.2688
C 1.4778 -0.6188 -5.7376 -1.0377 -0.2699 1.9011
C 1.2384 -0.4813 -4.3254 0.2497 -0.5279 -0.3521
C 1.8823 0.4293 -3.6071 0.0510 0.1537 0.3182
C 2.9172 1.3901 -4.1174 -0.0006 -0.0826 0.8724
Br 2.2362 2.5381 -5.5557 0.2096 -0.0728 0.2039
C 4.2923 0.7715 -4.4932 0.1119 0.8112 -0.5396
C 5.4299 1.5784 -3.8675 -0.2853 -0.5813 0.5078
Br 4.5192 -1.0901 -3.9392 -0.0470 0.1285 -0.1769
C 1.5467 0.4740 -2.1365 -0.0671 -0.3451 -0.3206
O 1.4352 1.5073 -1.5427 0.3443 0.3922 0.4819
C 1.3153 -0.8760 -1.5003 0.0653 0.9101 0.2236
N 1.8331 -1.0894 -0.1697 0.0060 0.7034 -0.7994
C 2.9846 -1.4690 -0.2263 1.3610 -1.6177 0.2436
S 4.3626 -2.2370 -0.3404 -0.8667 0.9788 0.2725
C 0.6777 -1.8061 -2.1771 -0.6396 -0.5303 -0.5540
C 0.4454 -3.2066 -1.5814 0.7244 0.2421 -0.3318
O 0.0614 -4.1564 -2.5353 -0.0708 0.2883 0.4914
C 1.1355 -4.4169 -3.4100 -0.1421 -0.3022 -1.2340
C 0.2242 -1.3678 -3.5752 0.9476 0.0240 0.3649
O -0.8433 -1.6329 -4.0323 -0.5042 -0.3674 -0.3190
H 1.2327 -0.6773 -7.9562 0.2898 -0.2704 -0.2154
H 3.1097 2.0841 -3.2987 -0.1334 0.1087 -0.0971
H 4.3775 0.8266 -5.5760 0.0166 -0.5395 -0.0127
H 5.3053 2.6477 -4.0383 0.0339 -0.0260 -0.1459
H 5.4015 1.3774 -2.7930 0.0687 0.2954 0.0330
H 6.3965 1.2215 -4.2149 0.0016 0.1556 -0.1914
H -0.2216 -3.1907 -0.7202 -0.3535 0.0152 -0.2814
H 1.4318 -3.5137 -1.2008 -0.1159 0.1454 0.2649
H 1.4633 -5.4576 -3.3544 0.0117 0.0559 0.2748
H 0.7763 -4.2610 -4.4337 0.0856 -0.0061 0.0366
H 1.9929 -3.7509 -3.2730 -0.0227 -0.0523 0.1860
C -0.8539 -5.6107 -8.2258 -0.0359 -0.1794 -0.0297
C 0.4791 -5.0832 -7.7395 -0.2440 0.2735 -0.2046
O 1.3951 -6.1552 -7.4707 0.1542 0.0720 0.1142
C 1.9310 -6.7371 -8.5443 -0.0805 -0.0799 0.0644
O 1.7250 -6.4385 -9.6920 0.0185 0.0889 -0.0381
O 2.7261 -7.7230 -8.1294 0.0154 0.0318 0.0090
C 3.2973 -8.4947 -9.1902 0.1933 -0.1679 -0.1331
H -1.2608 -6.3304 -7.5140 -0.0363 0.1137 0.0854
H -1.5654 -4.7944 -8.3525 0.0096 0.0113 0.0571
H -0.7480 -6.1246 -9.1801 0.0594 0.0989 -0.0341
H 0.3703 -4.5368 -6.8041 0.0553 -0.2118 0.1166
H 0.9190 -4.3860 -8.4542 0.0719 -0.1595 -0.1139
H 3.8147 -7.8582 -9.9055 -0.1133 0.0435 -0.0290
H 2.5219 -9.0732 -9.6908 -0.0068 0.0911 -0.0716
H 4.0124 -9.1762 -8.7379 -0.0661 0.0670 0.1701
C 2.8780 -3.5670 -11.6314 0.3127 0.0931 0.1149
C 2.6937 -4.2714 -12.9577 -0.4062 -0.0150 0.3139
O 3.8558 -4.1500 -13.7928 0.0259 -0.0386 -0.1198
C 4.8867 -4.9249 -13.4602 -0.0676 0.1252 0.0441
O 4.9231 -5.7107 -12.5487 0.0252 -0.0351 -0.0521
O 5.8854 -4.6710 -14.3098 -0.0076 -0.0296 -0.0159
C 7.0954 -5.3692 -14.0133 0.2361 -0.0752 -0.0470
H 3.1635 -2.5246 -11.7865 -0.1306 0.0193 -0.0663
H 1.9564 -3.6026 -11.0505 -0.0228 -0.0358 -0.0469
H 3.6685 -4.0335 -11.0450 -0.0776 -0.1137 0.0037
H 1.8799 -3.8057 -13.5111 0.1686 0.0363 -0.1974
H 2.4351 -5.3213 -12.8196 0.1848 -0.0313 0.0409
H 6.9225 -6.4405 -13.9350 -0.0594 0.0253 0.0995
H 7.5311 -4.9886 -13.0902 -0.0534 -0.0949 0.0537
H 7.7816 -5.1792 -14.8341 -0.1304 0.1163 -0.0635
C 1.1507 4.5526 -2.1935 0.1288 0.1072 0.2189
C 1.0437 5.9031 -2.8691 -0.0463 -0.4677 -0.2664
O 1.0373 6.9740 -1.9116 -0.0089 0.1730 -0.0337
C 2.2221 7.2709 -1.3769 -0.0894 -0.1408 0.0467
O 3.2718 6.7426 -1.6345 0.0097 0.0913 -0.0448
O 2.0370 8.2463 -0.4839 0.0204 0.0542 -0.0556
C 3.2142 8.5961 0.2484 0.1574 0.1199 0.2211
H 0.3614 4.4326 -1.4494 -0.0803 -0.0509 -0.1013
H 1.0700 3.7509 -2.9260 -0.0673 0.0436 -0.0150
H 2.1017 4.4446 -1.6727 0.0380 0.0048 -0.0777
H 0.0967 5.9735 -3.4018 -0.0468 0.2160 0.1300
H 1.8399 6.0545 -3.5983 0.1044 0.0602 0.1401
H 4.0355 8.8411 -0.4215 -0.0081 -0.1136 -0.0352
H 3.4963 7.7801 0.9130 0.0589 -0.0394 -0.0895
H 2.9692 9.4709 0.8448 -0.1743 -0.0192 -0.0677
C -3.1548 0.9467 -3.6184 -0.1307 0.3213 -0.0761
C -3.8548 -0.1918 -4.3305 0.4855 -0.1009 0.2007
O -5.1893 0.1669 -4.7241 -0.0965 -0.0615 -0.0420
C -5.2807 0.9614 -5.7880 0.0309 0.0068 0.1520
O -4.3630 1.3851 -6.4424 -0.0432 -0.0214 -0.0484
O -6.5738 1.2206 -6.0012 0.0018 -0.0225 -0.0314
C -6.8161 2.1431 -7.0640 -0.1465 0.1266 -0.1592
H -3.7520 1.2948 -2.7738 0.0357 -0.1204 0.0676
H -2.1787 0.6263 -3.2554 -0.0316 -0.0661 0.0150
H -3.0094 1.7990 -4.2818 0.0542 -0.0736 -0.0735
H -3.9588 -1.0360 -3.6515 -0.2440 -0.0072 -0.0625
H -3.2867 -0.5382 -5.1931 -0.0603 0.1311 -0.0787
H -6.3338 1.8191 -7.9839 0.1030 0.0263 0.0547
H -6.4675 3.1366 -6.7848 0.1002 -0.0273 -0.0640
H -7.8912 2.1749 -7.2187 -0.0106 -0.1095 0.1498
C 1.5930 4.4855 5.7254 -0.0151 0.2888 -0.0779
C 0.9053 3.6002 4.7072 0.2973 -0.2139 0.3246
O -0.0407 4.3329 3.9167 -0.0812 -0.0529 -0.0914
C 0.4768 5.1123 2.9665 -0.0452 0.0131 0.1781
O 1.6460 5.2445 2.7103 -0.0349 -0.0232 -0.0406
O -0.5322 5.7366 2.3581 -0.0519 -0.0040 -0.0560
C -0.1225 6.6889 1.3724 -0.0156 0.1947 -0.1812
H 0.8547 5.0005 6.3422 -0.0225 -0.1210 0.0639
H 2.2426 3.8925 6.3694 -0.0435 -0.0380 0.0035
H 2.1983 5.2493 5.2385 0.0502 -0.0816 -0.0509
H 0.3301 2.8305 5.2197 -0.2024 0.0789 -0.1293
H 1.6243 3.0950 4.0617 0.0011 0.1544 -0.1072
H 0.5429 6.2374 0.6423 0.0671 -0.0235 0.0913
H 0.3613 7.5381 1.8528 0.1160 -0.0582 -0.0359
H -1.0170 7.0364 0.8630 -0.0988 -0.1215 0.1190
C -4.0025 4.2326 3.2456 -0.0806 -0.2946 -0.1032
C -4.3603 4.7106 4.6355 0.3629 0.3120 -0.2740
O -5.3846 3.9016 5.2375 -0.0379 0.0028 0.1413
C -4.9838 2.7157 5.6845 -0.0877 0.0583 -0.2584
O -3.8610 2.2789 5.6282 -0.0557 -0.0699 0.1591
O -6.0456 2.0820 6.1884 0.0637 0.0098 0.0719
C -5.7892 0.7421 6.6131 -0.0888 -0.2198 0.0487
H -4.8929 4.1743 2.6166 -0.0152 0.1456 0.0178
H -3.2843 4.9110 2.7849 0.0039 0.0200 0.0436
H -3.5620 3.2367 3.2713 0.0958 0.0534 0.0693
H -4.7696 5.7179 4.5840 -0.2105 -0.0899 0.1307
H -3.4838 4.7484 5.2829 -0.0270 -0.1698 0.0341
H -4.9591 0.7015 7.3130 0.0713 0.0155 -0.0807
H -5.5866 0.1083 5.7506 0.1181 0.0192 0.0247
H -6.6885 0.3883 7.1097 -0.0723 0.1619 -0.0476
C -1.6056 2.5044 8.1700 0.2279 0.1670 0.1154
C -2.9954 2.3836 8.7564 0.1387 -0.0902 -0.4895
O -3.0106 2.7022 10.1578 -0.1280 -0.0637 0.1268
C -2.9342 3.9978 10.4569 0.1254 -0.0979 -0.0484
O -2.8644 4.9070 9.6719 -0.0653 0.0156 0.0404
O -2.9302 4.1142 11.7879 -0.0387 -0.0030 0.0005
C -2.7551 5.4527 12.2558 0.0071 0.1871 0.1806
H -0.8988 1.8957 8.7375 -0.0609 -0.1027 -0.0446
H -1.6061 2.1784 7.1304 -0.0863 -0.0340 0.0159
H -1.2500 3.5339 8.2084 -0.0931 0.0271 -0.0473
H -3.3336 1.3521 8.6789 -0.0258 -0.0075 0.2839
H -3.7119 3.0042 8.2203 0.0519 0.1475 0.1213
H -3.4900 6.1227 11.8147 0.0579 -0.0185 -0.1034
H -1.7467 5.7987 12.0324 -0.0496 0.0515 -0.0987
H -2.8932 5.4338 13.3334 -0.0127 -0.1850 -0.0191
C 3.7338 -4.9257 6.8004 -0.0171 0.2866 -0.0809
C 3.0541 -5.8322 5.7956 0.3103 -0.1910 0.3275
O 2.0802 -5.1261 5.0138 -0.0835 -0.0480 -0.0864
C 2.5721 -4.3405 4.0566 -0.0023 0.0021 0.1264
O 3.7365 -4.1880 3.7901 -0.0351 -0.0234 -0.0542
O 1.5488 -3.7385 3.4476 0.0723 -0.1437 -0.1525
C 1.9414 -2.7895 2.4551 -0.3800 0.4408 0.0701
H 2.9918 -4.4255 7.4246 -0.0175 -0.1198 0.0638
H 4.4059 -5.4998 7.4384 -0.0413 -0.0380 0.0022
H 4.3140 -4.1502 6.3021 0.0520 -0.0825 -0.0507
H 2.5047 -6.6131 6.3187 -0.2017 0.0719 -0.1252
H 3.7768 -6.3227 5.1432 -0.0051 0.1528 -0.1054
H 2.5987 -3.2012 1.7012 0.2497 -0.3171 0.1525
H 2.4081 -1.9354 2.9462 0.1471 -0.0116 -0.1345
H 1.0388 -2.4510 1.9555 -0.1591 -0.0951 0.2223
C -2.4154 -0.8711 13.3252 -0.0806 -0.3163 0.0434
C -3.1338 -0.3366 12.1038 0.2348 0.3335 0.3613
O -3.4699 -1.3880 11.1834 -0.0571 0.0262 -0.1420
C -4.5059 -2.1487 11.5318 0.1456 0.0176 0.0407
O -5.1783 -2.0264 12.5225 -0.0445 -0.0081 -0.0519
O -4.6662 -3.0851 10.5922 -0.0318 0.0240 -0.0229
C -5.6919 -4.0352 10.8851 -0.1524 -0.1953 -0.0540
H -1.5414 -1.4533 13.0287 0.0642 0.1221 -0.0276
H -2.0955 -0.0508 13.9678 0.0154 0.0307 -0.0539
H -3.0604 -1.5296 13.9059 -0.0642 0.0854 0.0109
H -2.4768 0.3401 11.5610 -0.0782 -0.1194 -0.2217
H -4.0255 0.2275 12.3760 -0.0903 -0.1515 -0.0174
H -6.6372 -3.5405 11.0984 0.0527 0.0378 0.1030
H -5.3947 -4.6599 11.7265 -0.0680 0.0754 0.0681
H -5.8085 -4.6596 10.0035 0.1479 0.0916 -0.0673
```
Forces are in eV/Å.

Kohn-Sham gap, eV: 8.47
LUMO energy, eV: -1.43
Highest occupied orbital energy, eV: -9.90